# 1
{
  "formula": "C33H38ClNO4PbSSbSi",
  "method": "ωB97M-V/def2-TZVPD",
  "total_energy_ev": -87523.1603,
  "homo_ha": -0.404,
  "lumo_ev": -4.2690,
  "total_charge": 1,
  "de_lowest_kcal_mol": 13.0,
  "species": ["Pb", "C", "Si", "C", "C", "N", "C", "C", "C", "C", "C", "C", "H", "H", "H", "H", "H", "H", "H", "H", "H", "H", "H", "H", "H", "H", "S", "Sb", "C", "C", "C", "C", "C", "C", "C", "C", "C", "C", "C", "C", "C", "C", "C", "C", "C", "C", "H", "H", "H", "H", "H", "H", "H", "H", "H", "H", "H", "H", "H", "H", "H", "C", "C", "C", "C", "C", "C", "H", "H", "H", "H", "H", "H", "H", "H", "H", "O", "Cl", "O", "O", "O"],
  "positions_angstrom": [[-0.33833, 0.07286, 1.40611], [-3.82084, -0.62920, 2.30169], [-3.24531, -1.52155, 0.77804], [-3.83364, -0.65467, -0.75204], [-3.86142, -3.27655, 0.75956], [-1.46031, -1.59670, 0.94790], [-0.58932, -2.64861, 0.56275], [-0.89045, -3.46880, -0.52117], [-0.09689, -4.56819, -0.81323], [1.04847, -4.82844, -0.07628], [1.38856, -3.98636, 0.97362], [0.56759, -2.91979, 1.29787], [-4.91220, -0.58993, 2.32083], [-3.47635, 0.40616, 2.32583], [-3.47884, -1.12331, 3.21297], [-4.89301, -0.41346, -0.63386], [-3.72596, -1.28397, -1.63855], [-3.30177, 0.27776, -0.93545], [-4.88963, -3.28314, 1.12961], [-3.27474, -3.94661, 1.38940], [-3.87383, -3.68289, -0.25191], [-1.75481, -3.24276, -1.13089], [-0.37143, -5.21953, -1.63338], [1.66844, -5.68245, -0.31221], [2.27296, -4.18344, 1.56446], [0.80641, -2.31808, 2.17386], [1.84251, 0.16167, 0.19119], [1.45353, 1.11692, -1.94481], [3.26224, 0.53856, -2.82997], [3.33559, 0.65001, -4.21667], [4.48757, 0.25043, -4.87512], [5.56022, -0.25324, -4.15140], [5.48816, -0.35635, -2.77058], [4.33654, 0.03831, -2.10302], [1.34332, 3.16392, -2.28525], [0.43480, 3.67835, -3.20302], [0.38764, 5.05139, -3.39713], [1.22979, 5.88543, -2.67756], [2.14503, 5.35752, -1.77744], [2.20695, 3.98886, -1.57339], [0.08602, -0.15326, -2.88541], [0.44864, -1.49702, -2.89604], [-0.35472, -2.40966, -3.56152], [-1.51196, -1.98495, -4.19811], [-1.88291, -0.64823, -4.16079], [-1.08439, 0.27697, -3.50426], [2.50161, 1.04212, -4.78938], [4.54711, 0.33085, -5.95211], [6.45675, -0.56783, -4.66852], [6.32806, -0.74441, -2.21027], [4.28672, -0.04835, -1.02476], [-0.22817, 3.03620, -3.76341], [-0.31579, 5.46686, -4.10585], [1.16997, 6.95646, -2.81628], [2.80877, 6.01147, -1.22843], [2.91041, 3.57989, -0.85831], [1.35667, -1.83343, -2.40717], [-0.07188, -3.45317, -3.58312], [-2.12802, -2.69936, -4.72826], [-2.79182, -0.32068, -4.64747], [-1.39298, 1.31058, -3.45844], [-1.49330, -0.00868, 6.64374], [-0.23495, 0.68240, 6.09963], [1.02816, 0.04311, 6.68841], [-0.27526, 2.18455, 6.41831], [-0.21286, 0.52237, 4.63913], [-0.19482, 0.39316, 3.43969], [-1.52933, 0.10682, 7.72750], [-1.48555, -1.07350, 6.40970], [-2.39419, 0.43314, 6.21795], [1.00983, 0.14555, 7.77391], [1.92568, 0.53199, 6.30972], [1.08092, -1.01768, 6.44270], [-0.32150, 2.32329, 7.49893], [-1.15047, 2.65407, 5.96974], [0.61590, 2.68615, 6.04129], [0.00790, 2.78061, 0.53975], [-1.34527, 2.60525, 0.03335], [-2.05012, 1.81399, 1.08367], [-2.01559, 3.82404, -0.20925], [-1.28045, 1.75821, -1.15130]]
}



# 2
{
  "formula": "C33H38F3N4O6Si2W",
  "method": "ωB97M-V/def2-TZVPD",
  "multiplicity": 3,
  "total_energy_ev": -78820.2475,
  "homo_ha": [-0.130, -0.179],
  "lumo_ev": [2.2582, 2.0488],
  "total_charge": -1,
  "de_lowest_kcal_mol": 36.7,
  "species": ["W", "C", "O", "C", "C", "C", "C", "C", "C", "N", "N", "C", "C", "O", "C", "C", "C", "C", "C", "C", "C", "C", "H", "H", "H", "H", "H", "H", "H", "H", "H", "H", "H", "H", "H", "C", "Si", "C", "C", "N", "C", "C", "C", "C", "C", "C", "N", "Si", "C", "C", "C", "H", "H", "H", "H", "H", "H", "H", "H", "H", "H", "H", "H", "H", "H", "H", "H", "H", "H", "H", "H", "H", "H", "C", "O", "C", "O", "H", "H", "H", "F", "C", "F", "F", "C", "O", "O"],
  "positions_angstrom": [[-15.83882, 9.71803, 8.86693], [-16.69419, 7.61067, 6.33038], [-15.63478, 8.01125, 7.20085], [-14.79959, 6.91125, 7.67047], [-14.66984, 5.76666, 6.95767], [-13.77674, 4.80815, 7.34143], [-13.14468, 5.01838, 8.56623], [-13.33479, 6.08701, 9.38888], [-14.14234, 7.12006, 8.87175], [-14.34989, 8.33127, 9.55687], [-13.64621, 8.34831, 10.69465], [-13.54044, 9.47823, 11.35541], [-13.82036, 10.74063, 10.80257], [-14.18211, 10.82587, 9.50464], [-13.67156, 11.93756, 11.54125], [-13.23104, 11.88333, 12.85573], [-13.10513, 10.65487, 13.52399], [-12.77532, 10.49741, 14.89130], [-12.66926, 9.29332, 15.51161], [-12.83755, 8.10883, 14.78487], [-13.10855, 8.19387, 13.42314], [-13.21085, 9.44053, 12.76551], [-17.34038, 6.71200, 6.65753], [-16.34894, 7.46280, 5.30471], [-17.45558, 8.38881, 6.29641], [-15.42575, 5.70269, 6.14822], [-13.66266, 3.92802, 6.76679], [-12.43162, 4.28468, 8.87865], [-12.83050, 6.15542, 10.36798], [-13.81504, 12.86982, 11.02395], [-13.11274, 12.74842, 13.51678], [-12.60708, 11.41797, 15.48110], [-12.52268, 9.28871, 16.61414], [-12.81011, 7.07482, 15.20871], [-13.25707, 7.34998, 12.81081], [-20.22667, 11.65791, 7.94962], [-19.32731, 10.08482, 8.27696], [-20.26255, 8.67763, 7.28174], [-19.53346, 9.71042, 10.04165], [-17.57076, 10.28769, 7.82906], [-17.31218, 10.91766, 6.64376], [-18.26905, 11.21783, 5.66707], [-17.97239, 11.96693, 4.53602], [-16.70036, 12.55249, 4.43114], [-15.69893, 12.13167, 5.33212], [-15.95754, 11.28462, 6.38415], [-15.07894, 10.63051, 7.31446], [-13.28656, 10.71302, 6.96445], [-12.57381, 12.45073, 7.19149], [-12.12392, 9.56193, 7.85781], [-13.08112, 10.05671, 5.19031], [-21.08844, 11.71948, 8.57890], [-20.54388, 11.87496, 6.98503], [-19.50517, 12.36937, 8.33234], [-21.30241, 8.66673, 7.62815], [-19.88916, 7.73725, 7.64777], [-20.25909, 8.64390, 6.19027], [-19.70756, 10.59527, 10.65972], [-18.63093, 9.27491, 10.47917], [-20.42077, 9.04472, 10.23009], [-19.23274, 10.86365, 5.76319], [-18.68692, 12.18331, 3.78908], [-16.38278, 13.11750, 3.56096], [-14.66495, 12.45381, 5.10632], [-11.50813, 12.25045, 7.10746], [-12.82485, 12.63848, 8.18621], [-12.88896, 13.29795, 6.56977], [-11.94553, 9.63436, 8.93867], [-11.20229, 9.81991, 7.32941], [-12.43387, 8.55401, 7.67781], [-13.03606, 8.99074, 5.27575], [-12.09311, 10.28957, 4.71224], [-13.85114, 10.34355, 4.42878], [-16.08450, 13.93273, 9.32906], [-16.32120, 12.59227, 9.42814], [-16.69484, 12.01360, 10.59837], [-16.46825, 10.75203, 10.49805], [-16.60711, 14.26890, 8.41365], [-15.01257, 14.03687, 9.19059], [-16.38540, 14.48597, 10.19382], [-18.30525, 5.72837, 8.74433], [-17.57297, 5.80898, 9.87231], [-16.44496, 5.08808, 9.59694], [-18.27575, 5.25113, 10.87606], [-17.19605, 7.25315, 10.24793], [-16.85540, 7.49414, 11.39995], [-17.07999, 8.10395, 9.32764]]
}



# 3
{
  "formula": "C33H38N3O3P2Re",
  "method": "ωB97M-V/def2-TZVPD",
  "multiplicity": 2,
  "total_energy_ev": -66153.3337,
  "homo_ha": [-0.384, -0.382],
  "lumo_ev": [-2.9186, -3.4732],
  "total_charge": 1,
  "de_lowest_kcal_mol": 25.5,
  "species": ["Re", "C", "O", "C", "C", "C", "C", "C", "C", "N", "N", "C", "O", "C", "C", "C", "C", "C", "C", "C", "O", "H", "H", "H", "H", "H", "H", "H", "H", "H", "H", "H", "H", "N", "C", "C", "C", "C", "C", "C", "C", "C", "C", "C", "C", "C", "H", "H", "H", "H", "H", "H", "H", "H", "H", "H", "C", "P", "C", "C", "C", "P", "C", "C", "H", "H", "H", "H", "H", "H", "H", "H", "H", "H", "H", "H", "H", "H", "H", "H"],
  "positions_angstrom": [[0.72322, 0.62194, -0.31175], [2.37987, 3.03662, -3.80458], [1.49713, 2.29457, -4.64481], [1.33948, 0.96342, -4.46376], [1.06561, 0.22322, -5.60220], [0.88619, -1.15959, -5.56999], [0.99614, -1.82887, -4.37502], [1.21509, -1.10084, -3.19613], [1.46575, -1.81982, -1.97984], [1.48605, -1.28369, -0.80063], [1.92466, -2.12009, 0.22691], [1.99175, -1.42384, 1.31163], [1.64121, -0.14405, 1.33192], [2.48729, -2.00217, 2.57325], [2.92563, -1.16162, 3.59267], [3.36820, -1.69912, 4.79196], [3.36895, -3.07519, 4.97506], [2.94257, -3.91546, 3.95376], [2.50714, -3.38347, 2.75174], [1.36346, 0.30061, -3.22168], [1.49022, 0.97795, -2.08561], [2.60081, 3.94727, -4.35470], [3.30561, 2.48629, -3.62798], [1.90850, 3.27981, -2.85594], [1.01335, 0.76556, -6.53776], [0.68911, -1.69604, -6.48765], [0.91600, -2.90777, -4.32413], [1.69119, -2.88140, -2.02897], [2.93188, -0.09092, 3.43619], [3.71768, -1.04476, 5.57985], [3.71146, -3.49496, 5.91182], [2.95431, -4.98837, 4.09452], [2.16997, -4.02702, 1.95029], [-1.09114, -0.43514, -0.14411], [-1.64700, -0.76808, -1.43317], [-1.77598, -2.09799, -1.79124], [-2.26940, -2.41539, -3.04666], [-2.64259, -1.39344, -3.90871], [-2.52240, -0.06682, -3.52077], [-2.01374, 0.28320, -2.27036], [-1.77094, 1.71660, -1.89551], [-2.58733, 2.72045, -2.42256], [-2.24949, 4.05680, -2.29175], [-1.04954, 4.40176, -1.68089], [-0.23908, 3.40973, -1.14970], [-0.60591, 2.05918, -1.18056], [-0.91511, -1.28447, 0.40186], [-1.77560, 0.07373, 0.41156], [-1.48496, -2.87803, -1.09526], [-2.35882, -3.45056, -3.34732], [-3.01839, -1.62820, -4.89562], [-2.77797, 0.71824, -4.22007], [-3.48773, 2.44873, -2.95979], [-2.89785, 4.82094, -2.69994], [-0.74356, 5.43937, -1.62947], [0.70691, 3.70342, -0.70480], [-3.21738, -2.21290, 2.96774], [-1.47858, -1.68318, 2.72638], [-0.67273, -2.50196, 4.14955], [-1.62073, 0.05357, 3.35625], [-0.36148, 0.92789, 3.27740], [-0.05858, 1.87133, 1.72674], [1.23959, 3.02401, 2.25812], [-1.58166, 2.86860, 1.65951], [-3.28887, -3.29330, 2.83839], [-3.86727, -1.74657, 2.22535], [-3.58272, -1.95868, 3.96528], [-1.24583, -2.34510, 5.06612], [0.34022, -2.12390, 4.28734], [-0.59662, -3.57209, 3.95690], [-1.92356, -0.01719, 4.40519], [-2.46497, 0.53359, 2.84967], [0.54066, 0.36652, 3.51960], [-0.44696, 1.72519, 4.02133], [0.98335, 3.49280, 3.20927], [1.36690, 3.80122, 1.50584], [2.17675, 2.47730, 2.36438], [-1.86442, 3.16405, 2.67112], [-2.40567, 2.31194, 1.20929], [-1.42728, 3.75467, 1.04964]]
}